1.
{
  "formula": "C14H39AlF2N5O11S2",
  "method": "the ωB97M-V functional and the def2-TZVPD basis",
  "orbital_gap_ev": 2.47,
  "charge": 1,
  "elements": ["Al", "N", "S", "O", "O", "F", "S", "O", "O", "F", "N", "O", "O", "O", "C", "C", "C", "O", "C", "N", "H", "H", "H", "H", "H", "H", "H", "H", "H", "H", "H", "C", "C", "C", "O", "C", "N", "H", "H", "H", "H", "H", "H", "H", "H", "H", "H", "H", "C", "C", "C", "O", "C", "N", "H", "H", "H", "H", "H", "H", "H", "H", "H", "H", "H", "C", "C", "O", "H", "H", "H", "H", "H", "H"],
  "xyz": [[-5.5643, 28.1056, 15.5626], [-6.9137, 30.4471, 15.9894], [-8.3053, 31.0319, 15.5356], [-8.3821, 32.2646, 14.7834], [-9.3906, 30.6893, 16.4120], [-8.5173, 29.9493, 14.3544], [-6.5371, 31.7041, 17.0134], [-7.3186, 31.7352, 18.2257], [-6.0165, 32.9064, 16.4463], [-5.1991, 31.0193, 17.6276], [-9.5037, 26.9864, 14.7304], [-10.4667, 27.7578, 14.8219], [-8.4047, 27.3263, 15.2073], [-9.6108, 25.8603, 14.2554], [-6.2636, 28.4569, 10.5741], [-5.6935, 28.6227, 11.9897], [-5.1434, 30.0318, 12.2748], [-4.7164, 30.0093, 13.6330], [-3.9563, 31.0741, 14.1357], [-6.7074, 28.3276, 12.9897], [-5.7754, 29.0447, 9.7921], [-7.3345, 28.6325, 10.4768], [-6.0923, 27.4333, 10.2313], [-4.8505, 27.9382, 12.0897], [-5.8945, 30.8242, 12.2278], [-4.2703, 30.2850, 11.6729], [-4.4095, 32.0449, 13.9115], [-2.9631, 31.1481, 13.6714], [-3.7696, 30.9620, 15.2021], [-7.1959, 27.4464, 12.8902], [-7.4161, 29.0557, 12.9949], [-10.2146, 27.8526, 17.9203], [-11.5303, 28.5689, 18.1409], [-11.3638, 29.9010, 18.9059], [-10.4627, 29.7256, 19.9641], [-9.8851, 30.9352, 20.4385], [-12.0925, 28.8264, 16.7821], [-10.3342, 26.9881, 17.2632], [-9.8439, 27.3655, 18.8340], [-9.4102, 28.5474, 17.6875], [-12.3214, 28.0146, 18.6473], [-12.3652, 30.2225, 19.2086], [-10.9604, 30.6397, 18.2055], [-9.2439, 31.4303, 19.7074], [-9.2801, 30.7014, 21.3128], [-10.7268, 31.5367, 20.7956], [-11.9845, 27.9146, 16.3314], [-11.4276, 29.3872, 16.2341], [-12.3692, 24.3537, 18.1388], [-11.0099, 23.7953, 17.6883], [-10.8305, 22.3142, 17.9984], [-9.5532, 21.9243, 17.5247], [-9.1357, 20.7221, 18.1714], [-10.7091, 24.0793, 16.2741], [-12.7760, 24.9463, 17.3189], [-12.2155, 24.9380, 19.0426], [-13.0760, 23.5440, 18.3274], [-10.2362, 24.3597, 18.2142], [-11.5711, 21.7075, 17.4659], [-10.9963, 22.1713, 19.0688], [-9.1313, 20.8657, 19.2552], [-8.2349, 20.2713, 17.7717], [-9.9502, 20.0013, 18.0148], [-11.5370, 23.7508, 15.7542], [-10.8635, 25.0585, 16.0161], [-14.7965, 25.1454, 13.0045], [-14.0961, 24.8976, 14.3632], [-12.7058, 24.8512, 14.1891], [-14.7702, 26.1970, 12.7178], [-15.8456, 24.8533, 13.0776], [-14.3485, 24.5126, 12.2411], [-14.4968, 23.9199, 14.6360], [-14.2896, 25.6291, 15.1542], [-12.2494, 25.5610, 13.7319]]
}


2.
{
  "formula": "C24H39AsF6N3O6S3",
  "method": "the ωB97M-V functional and the def2-TZVPD basis",
  "orbital_gap_ev": 8.15,
  "charge": -1,
  "elements": ["As", "F", "F", "F", "F", "F", "F", "C", "C", "C", "S", "O", "O", "C", "H", "H", "H", "H", "H", "H", "H", "H", "C", "C", "C", "S", "O", "O", "C", "H", "H", "H", "H", "H", "H", "H", "H", "C", "C", "C", "S", "O", "O", "C", "H", "H", "H", "H", "H", "H", "H", "H", "N", "C", "C", "C", "C", "H", "H", "H", "H", "H", "N", "C", "C", "C", "C", "H", "H", "H", "H", "H", "N", "C", "C", "C", "C", "H", "H", "H", "H", "H"],
  "xyz": [[-14.8407, -8.0647, -3.7565], [-14.1821, -8.8917, -2.2435], [-14.5003, -6.4955, -2.9759], [-15.1315, -7.1399, -5.2153], [-15.2441, -9.5670, -4.6462], [-16.5697, -8.1143, -3.1323], [-13.1315, -8.0624, -4.3518], [-7.0558, -9.7027, -6.4050], [-8.0106, -9.8438, -5.1328], [-9.0296, -11.0216, -5.2094], [-8.9321, -11.7125, -6.9465], [-10.2247, -11.6566, -7.6463], [-8.0885, -12.9093, -6.9573], [-7.8403, -10.2098, -7.5759], [-6.2166, -10.3758, -6.2294], [-6.6807, -8.6888, -6.5445], [-8.5737, -8.9105, -5.1207], [-7.4009, -9.8816, -4.2300], [-10.0815, -10.7558, -5.1052], [-8.6624, -11.7112, -4.4494], [-8.6217, -9.4883, -7.8143], [-7.3180, -10.5915, -8.4532], [-13.4509, -14.8664, -1.8537], [-14.5285, -13.9954, -2.5479], [-15.8366, -14.1716, -1.7062], [-15.4047, -14.8837, 0.0022], [-15.9191, -16.2512, 0.1185], [-15.8308, -13.9102, 1.0326], [-13.6881, -14.7096, -0.3346], [-12.4732, -14.7502, -2.3213], [-13.6927, -15.8876, -2.1483], [-14.7176, -14.2501, -3.5907], [-14.2476, -12.9458, -2.4608], [-16.7152, -14.7208, -2.0447], [-16.2103, -13.2220, -1.3230], [-13.1162, -15.2026, 0.4516], [-13.4531, -13.6473, -0.2687], [-16.7074, -2.4802, 0.5457], [-17.0220, -3.8965, 1.1526], [-18.5581, -3.8544, 1.5998], [-18.6569, -2.1465, 2.4058], [-18.3166, -2.3144, 3.8104], [-19.9130, -1.5420, 1.9865], [-17.2315, -1.3469, 1.4373], [-17.2738, -2.5303, -0.3843], [-15.6629, -2.4955, 0.2346], [-16.3740, -4.0762, 2.0104], [-16.5696, -4.6878, 0.5549], [-19.0366, -4.6122, 2.2201], [-19.2468, -3.7568, 0.7606], [-16.5312, -0.9063, 2.1469], [-17.8058, -0.5558, 0.9552], [-12.9781, -8.3579, -11.8609], [-14.0510, -7.5380, -11.7535], [-14.0374, -7.0829, -10.4504], [-12.9688, -7.4438, -9.7637], [-12.2184, -8.2321, -10.6838], [-12.6273, -8.8260, -12.6843], [-14.6413, -7.3548, -12.6392], [-14.8326, -6.4057, -10.1756], [-12.6092, -6.9602, -8.8675], [-11.2899, -8.7830, -10.7107], [-13.0485, -0.4437, -6.5837], [-13.4660, -1.5902, -5.7841], [-12.8719, -2.6630, -6.3046], [-11.9267, -2.2381, -7.2756], [-12.0867, -0.8955, -7.5115], [-13.3085, 0.4903, -6.3005], [-14.1659, -1.5834, -4.9616], [-13.0508, -3.6702, -5.9582], [-11.0910, -2.7844, -7.6875], [-11.6422, -0.1420, -8.1447], [-11.1150, -10.1184, 0.8121], [-10.3186, -11.2640, 0.7184], [-9.5807, -11.3513, 1.8726], [-10.1124, -10.4812, 2.7867], [-10.9403, -9.6193, 2.0388], [-11.6869, -9.7316, 0.0749], [-10.3781, -11.8602, -0.1801], [-8.8090, -12.0618, 2.1299], [-9.8828, -10.3360, 3.8319], [-11.4971, -8.7669, 2.3992]]
}


3.
{
  "formula": "C5H6O2",
  "method": "the ωB97M-V functional and the def2-TZVPD basis",
  "orbital_gap_ev": [8.53, 7.58],
  "charge": 0,
  "elements": ["C", "C", "C", "C", "C", "O", "O", "H", "H", "H", "H", "H", "H"],
  "xyz": [[0.8331, -2.1974, -1.0452], [-0.2079, -2.0330, -0.5245], [0.8582, 1.4216, 0.3427], [-0.4349, 1.2703, -0.5104], [-0.5570, 0.1421, 1.4586], [0.6402, 0.6629, 1.4237], [-1.2584, 0.5539, 0.3552], [1.7842, -2.3195, -1.4131], [-1.1428, -1.8001, -0.1212], [1.7813, 1.4900, -0.3387], [-0.9768, 2.3091, -0.5499], [-0.2673, 0.6482, -1.4478], [-1.0520, -0.1481, 2.3706]]
}


4.
{
  "formula": "C31H28BiI2NP2",
  "method": "the ωB97M-V functional and the def2-TZVPD basis",
  "orbital_gap_ev": 6.62,
  "charge": 2,
  "elements": ["Bi", "C", "P", "C", "C", "C", "C", "C", "C", "C", "C", "C", "C", "C", "C", "C", "C", "C", "C", "C", "P", "C", "C", "C", "C", "C", "C", "C", "C", "C", "C", "C", "C", "N", "H", "H", "H", "H", "H", "H", "H", "H", "H", "H", "H", "H", "H", "H", "H", "H", "H", "H", "H", "H", "H", "H", "H", "H", "H", "H", "I", "C", "I", "H", "H"],
  "xyz": [[-1.0293, 1.5086, -0.3689], [-0.0594, 1.0119, -3.4567], [1.0533, 1.0401, -1.9867], [2.1634, 2.4401, -2.0362], [2.0728, 3.3850, -3.0595], [2.9176, 4.4846, -3.0562], [3.8472, 4.6442, -2.0391], [3.9408, 3.7041, -1.0186], [3.1010, 2.6057, -1.0124], [1.9370, -0.5140, -1.9341], [1.2298, -1.6986, -1.7194], [1.8897, -2.9130, -1.8059], [3.2472, -2.9488, -2.0933], [3.9546, -1.7699, -2.2961], [3.3046, -0.5496, -2.2231], [-1.1181, 0.0207, -3.1255], [-1.4578, -1.1880, -3.6736], [-2.3137, -1.8419, -2.7434], [-2.4518, -1.0072, -1.6647], [-3.1286, -1.1670, -0.3374], [-1.9598, -0.5949, 0.9639], [-2.8379, -0.0086, 2.4089], [-2.2259, -0.1191, 3.6593], [-2.8628, 0.3877, 4.7815], [-4.1031, 1.0016, 4.6600], [-4.7103, 1.1163, 3.4161], [-4.0791, 0.6200, 2.2876], [-0.8660, -1.9336, 1.4264], [0.5175, -1.8137, 1.3626], [1.3227, -2.8633, 1.7777], [0.7433, -4.0303, 2.2529], [-0.6410, -4.1546, 2.3193], [-1.4490, -3.1085, 1.9124], [-1.7541, 0.1548, -1.9132], [-0.4451, 2.0179, -3.6431], [0.5254, 0.7068, -4.3256], [1.3666, 3.2659, -3.8699], [2.8536, 5.2125, -3.8531], [4.5070, 5.5012, -2.0431], [4.6730, 3.8270, -0.2322], [3.1900, 1.8679, -0.2229], [0.1732, -1.6849, -1.4855], [1.3423, -3.8328, -1.6474], [3.7579, -3.9000, -2.1634], [5.0109, -1.8015, -2.5250], [3.8553, 0.3631, -2.4066], [-1.1182, -1.5781, -4.6194], [-2.7719, -2.8103, -2.8636], [-4.0519, -0.5911, -0.2531], [-3.3708, -2.2111, -0.1335], [-1.2696, -0.6192, 3.7579], [-2.4008, 0.2837, 5.7543], [-4.6028, 1.3830, 5.5404], [-5.6798, 1.5869, 3.3255], [-4.5662, 0.7218, 1.3259], [0.9710, -0.9061, 0.9841], [2.3994, -2.7722, 1.7257], [1.3705, -4.8499, 2.5773], [-1.0869, -5.0653, 2.6950], [-2.5263, -3.2034, 1.9879], [1.1576, 1.8403, 2.3218], [-0.0165, 3.0931, 3.5931], [-1.7779, 3.8415, 2.7110], [0.6205, 3.9232, 3.8717], [-0.2839, 2.4894, 4.4512]]
}


Maximum force
In order: 0.107, 0.122, 0.064, 0.003
Unit: hartree/bohr